# 1
Entry from the OMol25 dataset: a molecular structure, C35H24Cl5IPPd (the ωB97M-V functional and the def2-TZVPD basis).

Computed properties:
Total charge ... +3
Spin multiplicity ... 1
HOMO energy (spin up / spin down) ... -16.6532 / -16.6701 eV
Energy relative to the best compared isomer or geometry (same formula, charge and spin) ... 57.28 kcal per mole
Frontier orbital gap (spin up / spin down) ... 3.9962 / 4.0092 eV

Last column: Löwdin charge in e.
Cartesian coordinates (Å):
C1 2.3559 -1.1075 -0.6832  -0.3258
C2 -2.6674 5.0035 2.1874  -0.0976
C3 0.6761 2.0739 -4.1284  -0.0305
Cl1 -0.2790 -2.4511 5.1709  0.7944
H1 -3.4954 -3.0332 -0.9015  0.1254
H2 -2.5465 0.0267 -3.4619  0.1214
C4 -1.6362 0.5806 -3.6437  -0.0803
C5 -3.4524 6.4542 0.4613  0.0528
C6 -5.0648 -1.6358 -0.4806  -0.0009
C7 1.5561 -0.9036 -1.8412  -0.1390
H3 -1.5651 0.0926 -5.7195  0.1322
C8 -1.0343 1.3075 -2.6103  -0.3971
C9 1.2886 -0.3929 4.3580  -0.6734
H4 0.6020 2.6021 -2.0466  0.1082
C10 -3.1452 6.2481 1.7887  -0.0008
H5 -3.8106 7.4155 0.1232  0.1417
H6 0.0078 -1.7219 -3.0988  0.1195
C11 0.2625 -1.3075 4.0262  -0.6802
C12 -3.2957 5.4292 -0.4948  -0.1329
C13 3.5903 -0.3099 -0.4573  -0.0549
H7 2.6831 -2.3778 1.0221  0.1414
H8 -5.8145 -2.4001 -0.3596  0.1321
Pd1 0.0735 -0.0742 -0.3209  0.6966
C14 -1.0804 0.6201 -4.9113  -0.0194
C15 1.0465 -3.0904 -0.1623  -0.0385
H9 -3.2969 7.0279 2.5205  0.1371
H10 -2.4398 4.8254 3.2276  0.1107
P1 -1.8022 1.5343 -0.9534  1.0508
H11 3.8039 -0.1905 0.6035  0.0832
H12 -2.8637 2.7235 -3.2183  0.1120
H13 1.5551 2.6682 -4.3303  0.1299
H14 0.8878 -3.9663 0.4465  0.1280
H15 -6.4220 -0.0346 -0.0733  0.1304
Cl2 2.0055 -0.4473 5.8958  0.8047
H16 0.5053 1.3644 -6.1430  0.1337
C16 1.1244 0.5566 2.1572  -0.7360
H17 -4.1210 6.6237 -2.0707  0.1448
I1 -2.0319 2.0837 2.0877  1.3377
C17 -2.9833 3.4676 -2.4434  -0.0278
H18 -3.8548 4.8737 -3.8050  0.1355
C18 -4.4553 0.6934 -0.4804  -0.0650
C19 -0.3021 -1.2766 2.7345  -0.7157
C20 -2.7979 -1.0120 -0.9309  -0.1267
Cl3 -1.5362 -2.3607 2.2746  0.7702
C21 -3.5449 4.6928 -2.7871  0.0088
H19 1.8598 -0.1593 -2.5752  0.1214
C22 0.2858 -2.9072 -1.3223  -0.0667
H20 4.4345 -0.8649 -0.8810  0.1183
Cl4 2.9411 1.7045 3.8042  0.7952
C23 0.0729 1.3556 -5.1538  0.0022
H21 -4.7327 1.7301 -0.3597  0.1153
C24 -3.6852 5.6671 -1.8257  0.0660
C25 -3.7575 -1.9934 -0.7825  -0.0384
H22 -1.7624 -1.2788 -1.1683  0.0565
H23 -0.4498 -3.6477 -1.6027  0.1263
C26 0.5327 -1.8148 -2.1539  -0.1118
Cl5 1.5114 1.6831 0.9063  0.8127
C27 2.0523 -2.1947 0.1627  -0.0217
C28 0.1388 2.0375 -2.8529  -0.1051
C29 0.1294 -0.3429 1.7933  -0.2906
C30 -5.4065 -0.2995 -0.3216  -0.0140
C31 -2.5132 3.9815 1.2659  -0.5234
C32 -2.5896 3.1822 -1.1384  -0.2675
C33 -2.7782 4.1463 -0.1141  -0.2043
C34 -3.1477 0.3380 -0.8089  -0.3984
H24 3.5692 0.6568 -0.9575  0.0796
C35 1.7306 0.5712 3.4107  -0.6921

---

# 2
Entry from the OMol25 dataset: C4H4O3 in the gas phase (the ωB97M-V functional and the def2-TZVPD basis).

Computed properties:
Total charge ... 0
Spin multiplicity ... 1
HOMO energy ... -9.2767 eV
Energy relative to the best compared isomer or geometry (same formula, charge and spin) ... 77.02 kcal per mole
Frontier orbital gap ... 9.2754 eV

Last column: Löwdin charge in e.
Cartesian coordinates (Å):
C1 -0.3412 -0.9859 -0.9376  0.0608
O1 0.1294 1.8861 -1.1754  0.1741
C2 0.2386 1.1470 -0.2546  -0.4574
C3 -1.3127 -2.0921 -0.7311  -0.2755
H1 -2.1150 -2.1584 -1.4973  0.1221
O2 -1.1559 -2.9402 0.1231  0.0416
O3 -0.6416 0.0128 -0.1536  0.0086
H2 0.6634 1.8906 1.6867  0.1039
H3 1.3208 0.2710 1.3773  0.0926
H4 2.0754 1.7184 0.6274  0.0994
C4 1.1388 1.2508 0.9350  0.0296

---

# 3
Entry from the OMol25 dataset: 5 unconnected molecules or ions with the total composition C2H14O4S2 (the ωB97M-V functional and the def2-TZVPD basis).

Computed properties:
Total charge ... 0
Spin multiplicity ... 1
HOMO energy ... -8.0775 eV
Energy relative to the best compared isomer or geometry (same formula, charge and spin) ... 27.12 kcal per mole
SMILES ... CSSC.O.O.O.O
Frontier orbital gap ... 8.4946 eV

Last column: Löwdin charge in e.
Cartesian coordinates (Å):
H1 1.2440 -1.6870 -2.2925  0.0379
H2 3.0844 -0.0016 -3.9240  0.0426
H3 1.7736 2.0420 3.7538  0.0331
H4 -2.8364 -2.5534 -0.6835  0.0239
H5 -3.0305 2.9446 -0.2058  0.0363
O1 2.8667 0.6982 -3.2942  -0.0588
S1 -0.6436 -2.9139 0.0765  0.3619
H6 2.0666 -0.5393 -1.3042  -0.0096
H7 -1.6781 -1.4398 -1.5050  0.0187
O2 -2.9794 2.6988 0.7188  -0.0491
O3 1.2597 2.4263 3.0376  -0.0670
H8 -1.5314 -0.0195 3.5011  0.0518
C1 1.9192 -1.5911 -1.4468  -0.4634
H9 2.9182 -1.9919 -1.5812  0.0306
H10 0.6988 1.7362 2.6672  -0.0071
O4 -1.0080 0.5358 2.9183  -0.0462
H11 -1.5122 1.3484 2.8037  0.0363
C2 -2.0137 -1.8617 -0.5668  -0.4220
H12 3.0072 1.4931 -3.8166  0.0377
H13 -2.6034 1.8285 0.8639  0.0084
H14 -2.1804 -1.0567 0.1458  0.0089
S2 1.1786 -2.0961 0.1341  0.3950

---

Number 1: M 886.14 g/mol, largest force on an atom 2.8 eV/A, total energy -4414.8987 Eh. Number 2: M 100.07 g/mol, largest force on an atom 0.8 eV/A, total energy -380.4243 Eh. Number 3: M 166.26 g/mol, largest force on an atom 1.9 eV/A, total energy -1181.8908 Eh.